Entry 1:
{
  "formula": "CH3Br3OSi",
  "method": "ωB97M-V/def2-TZVPD",
  "homo_lumo_gap_ev": 9.849,
  "e_lumo_ev": -0.673,
  "homo_ev": -10.52,
  "smiles": "CO[Si](Br)(Br)Br",
  "species": ["C", "O", "Si", "Br", "Br", "Br", "H", "H", "H"],
  "xyz": [[-1.429, -0.203, 0.118], [-0.296, 0.608, 0.313], [1.260, 0.394, 0.012], [1.533, -2.150, 0.069], [1.425, 1.237, -2.063], [2.508, 1.475, 1.371], [-2.131, 0.159, -0.564], [-1.827, -0.371, 1.027], [-1.043, -1.148, -0.283]],
  "mulliken_charge": [-0.58, -0.13, 0.59, -0.32, -0.20, -0.12, 0.26, 0.28, 0.23]
}



Entry 2:
{
  "formula": "CH3BrNO2S",
  "method": "ωB97M-V/def2-TZVPD",
  "homo_lumo_gap_ev": [7.616, 7.615],
  "e_lumo_ev": [3.431, 3.431],
  "total_charge": -1,
  "homo_ev": [-4.19, -4.18],
  "species": ["C", "N", "O", "O", "S", "Br", "H", "H", "H"],
  "xyz": [[1.893, 0.432, -0.686], [-0.965, -0.383, 1.239], [-0.553, -1.986, -0.764], [-1.331, 0.287, -1.193], [-0.390, -0.550, -0.413], [1.388, 2.118, 0.202], [1.521, 0.736, -1.815], [-0.831, -1.117, 1.800], [-0.731, 0.463, 1.629]],
  "mulliken_charge": [-0.30, -0.54, -0.69, -0.60, 0.81, -0.26, 0.14, 0.22, 0.22]
}



Entry 3:
{
  "formula": "CH3BrO2S",
  "method": "ωB97M-V/def2-TZVPD",
  "homo_lumo_gap_ev": [7.582, 7.496],
  "e_lumo_ev": [-2.276, -2.306],
  "homo_ev": [-9.86, -9.80],
  "species": ["C", "O", "O", "S", "Br", "H", "H", "H"],
  "xyz": [[-0.976, -0.497, 0.508], [0.748, 1.780, 0.742], [0.842, -0.374, -0.525], [0.103, 0.987, -0.288], [2.418, 0.116, -2.073], [-1.021, -0.205, 1.548], [-0.431, -1.370, 0.392], [-1.682, -0.436, -0.304]],
  "mulliken_charge": [-0.80, -0.47, -0.36, 0.68, -0.04, 0.34, 0.26, 0.39]
}



Entry 4:
{
  "formula": "CH3BrO3P",
  "method": "ωB97M-V/def2-TZVPD",
  "homo_lumo_gap_ev": 7.305,
  "e_lumo_ev": 3.207,
  "total_charge": -1,
  "homo_ev": -4.10,
  "species": ["C", "O", "O", "O", "P", "Br", "H", "H", "H"],
  "xyz": [[0.132, -0.048, -0.142], [2.108, -1.078, -1.725], [2.057, -2.195, 1.081], [2.668, 0.519, 0.392], [1.798, -0.863, -0.298], [4.409, 0.553, -0.001], [0.483, 0.880, -0.434], [-0.514, -0.639, -0.872], [-0.323, 0.130, 0.794]],
  "mulliken_charge": [-0.89, -0.64, -0.82, -0.36, 0.86, -0.02, 0.28, 0.26, 0.34]
}



Number 1: largest force on an atom 3.71 eV/Å. Number 2: largest force on an atom 4.75 eV/Å. Number 3: largest force on an atom 3.28 eV/Å. Number 4: largest force on an atom 7.84 eV/Å.